[1]
# C12H23NO4

A 2-piece molecular cluster, C12H23NO4 overall at a distorted geometry (the ωB97M-V functional and the def2-TZVPD basis, the OMol25 dataset).

```
40
Properties=species:S:1:pos:R:3
C -3.945 2.812 0.166
C -3.081 1.888 1.055
C -1.600 1.965 0.548
C -1.585 1.269 -0.803
O -0.274 1.092 -1.350
O 0.194 -0.189 -1.051
C 0.047 -0.991 -2.154
O -1.005 -1.188 -2.584
O 1.095 -1.592 -2.685
C 2.407 -1.137 -2.271
C 2.689 0.333 -2.570
C 2.770 -1.540 -0.835
C 2.419 -3.023 -0.575
C 1.018 -3.177 0.080
H -4.039 2.401 -0.838
H -4.957 2.928 0.549
H -3.423 3.764 0.060
H -3.423 0.871 0.842
H -3.179 2.122 2.111
H -0.962 1.490 1.295
H -1.353 3.026 0.502
H -2.070 0.297 -0.751
H -2.115 1.895 -1.516
H 3.110 -1.695 -2.888
H 3.722 0.516 -2.269
H 2.079 1.027 -1.999
H 2.653 0.502 -3.645
H 2.304 -0.890 -0.100
H 3.858 -1.492 -0.784
H 2.430 -3.606 -1.493
H 3.137 -3.430 0.136
H 0.770 -2.297 0.674
H 0.282 -3.222 -0.724
H 0.971 -4.061 0.708
C 0.107 0.142 4.151
C -0.680 1.369 4.277
N -1.284 2.321 4.372
H 0.736 0.016 5.030
H -0.558 -0.715 4.063
H 0.738 0.197 3.266
```

energy: -22493.6852 eV
SMILES string: CCCCOOC(=O)O[C@@H](C)CCC.CC#N
LUMO: 0.01896 hartree
energy above the lowest of the compared OMol25 structures with the same formula, charge and spin: 285.1 kJ/mol
Kohn-Sham gap: 10.767 eV

Listed below, in e, are the Mulliken charges computed for each atom: -1.119, -0.480, 0.052, -0.573, -0.385, 0.071, 0.590, -0.528, -0.402, 0.351, -1.470, -0.699, -0.556, -0.917, 0.288, 0.376, 0.285, 0.308, 0.344, -0.130, 0.266, 0.437, 0.152, 0.500, 0.434, 0.295, 0.361, 0.166, 0.477, 0.280, 0.410, 0.121, 0.229, 0.423, -0.690, 0.380, -0.407, 0.340, 0.262, 0.158

[2]
# C12H24AlO20S2

C12H24AlO20S2 as an isolated structure at a distorted geometry (the ωB97M-V functional and the def2-TZVPD basis, the OMol25 dataset).

```
59
Properties=species:S:1:pos:R:3
Al -1.021 0.674 -0.298
S 1.632 2.076 1.665
O 1.616 0.846 0.879
O 1.766 1.673 3.045
O 2.655 2.994 1.259
O 0.281 2.613 1.387
S -4.022 -0.959 -1.064
O -2.757 -1.592 -0.845
O -4.858 -1.468 -2.167
O -5.040 -1.146 -0.011
O -3.688 0.447 -1.222
C 3.410 0.319 -1.650
O 3.236 -1.047 -1.798
C 2.070 -1.545 -1.768
O 0.992 -0.953 -1.744
O 2.218 -2.833 -1.981
C 1.067 -3.640 -2.189
H 2.875 0.949 -2.361
H 4.466 0.551 -1.790
H 3.237 0.456 -0.582
H 0.374 -3.092 -2.827
H 0.518 -3.945 -1.298
H 1.392 -4.559 -2.678
C 2.121 -2.167 1.904
O 1.183 -3.163 2.066
C -0.033 -2.948 1.512
O -0.373 -1.956 0.906
O -0.771 -4.100 1.512
C -1.942 -4.345 0.745
H 1.719 -1.217 2.257
H 2.360 -2.045 0.848
H 3.016 -2.433 2.466
H -2.569 -4.924 1.423
H -1.872 -4.902 -0.190
H -2.505 -3.456 0.464
C 0.743 4.539 -5.044
O 0.280 3.608 -4.038
C 0.904 3.299 -2.859
O 0.441 2.511 -2.038
O 2.033 4.107 -2.664
C 2.849 4.144 -1.577
H 0.976 5.529 -4.652
H -0.080 4.712 -5.739
H 1.630 4.168 -5.558
H 3.818 4.597 -1.787
H 3.037 3.106 -1.303
H 2.349 4.753 -0.824
C -1.398 2.057 4.054
O -2.343 1.012 4.323
C -2.541 0.106 3.475
O -1.980 -0.033 2.408
O -3.524 -0.633 3.914
C -4.044 -1.698 3.130
H -1.479 2.933 4.698
H -1.444 2.401 3.020
H -0.410 1.604 4.134
H -4.902 -1.426 2.516
H -4.457 -2.354 3.897
H -3.211 -2.202 2.639
```

energy: -82045.4814 eV
LUMO: -0.08885 hartree
charge: -1
energy above the lowest of the compared OMol25 structures with the same formula, charge and spin: 155.7 kJ/mol
Kohn-Sham gap: 2.825 eV

Listed below, in e, are the Mulliken charges computed for each atom: 1.429, 1.407, -0.518, -0.773, -0.691, -0.745, 1.257, -0.463, -0.555, -0.550, -0.615, -0.520, -0.387, 0.778, -0.535, -0.385, -0.591, 0.182, 0.319, 0.254, 0.328, 0.122, 0.268, -0.125, -0.403, 0.486, -0.080, -0.434, -0.435, 0.170, -0.044, 0.243, 0.344, 0.250, 0.035, -0.634, -0.296, 0.395, -0.115, -0.394, -0.275, 0.288, 0.248, 0.271, 0.251, 0.047, 0.249, -0.485, -0.391, 0.731, -0.403, -0.445, -0.321, 0.251, 0.165, 0.285, 0.251, 0.229, 0.077

[3]
# C12H24BN3O10P

A 2-piece molecular cluster, C12H24BN3O10P overall at a distorted geometry (the ωB97M-V functional and the def2-TZVPD basis, the OMol25 dataset).

```
51
Properties=species:S:1:pos:R:3
C 4.929 -3.463 2.540
C 4.879 -2.144 2.394
C 4.584 -0.579 2.577
C 3.343 0.000 1.715
C 3.881 1.451 1.246
P 5.127 1.431 -0.177
O 6.613 1.478 0.263
O 4.921 0.157 -1.301
O 4.859 2.901 -1.074
O 2.237 0.220 2.664
B 0.960 0.343 1.883
N -0.242 -0.259 2.591
C -1.164 -1.000 1.669
C -2.118 -0.062 0.750
C -1.606 -0.026 -0.785
O 0.695 1.831 2.056
N 0.094 2.345 0.972
O -0.634 3.237 1.397
O 1.331 -0.114 0.539
C 2.545 -0.950 0.672
N 1.930 -2.242 1.179
H 4.808 -4.603 2.711
H 5.535 0.009 2.289
H 4.371 -0.308 3.691
H 4.448 1.899 2.165
H 3.064 2.214 0.980
H 5.089 -0.723 -0.886
H 4.250 2.693 -1.842
H -0.829 0.511 2.987
H -0.651 -1.765 0.982
H -1.884 -1.620 2.355
H -3.184 -0.544 0.748
H -2.241 0.981 1.228
H -1.110 0.995 -1.031
H -0.807 -0.831 -0.976
H -2.503 -0.260 -1.485
H 3.051 -1.305 -0.299
H 2.487 -2.992 0.700
H 2.159 -2.382 2.185
C -6.042 -1.525 -4.815
O -6.824 -0.604 -4.057
C -6.098 0.290 -3.356
O -4.892 0.360 -3.328
O -6.953 1.092 -2.691
C -6.317 2.095 -1.900
H -6.727 -2.195 -5.338
H -5.440 -0.998 -5.560
H -5.407 -2.124 -4.158
H -5.726 2.765 -2.529
H -5.693 1.638 -1.127
H -7.098 2.680 -1.411
```

energy: -47742.8251 eV
LUMO: 0.08672 hartree
charge: -1
energy above the lowest of the compared OMol25 structures with the same formula, charge and spin: 454.3 kJ/mol
Kohn-Sham gap: 7.210 eV

Listed below, in e, are the Mulliken charges computed for each atom: -0.326, -0.370, -0.666, 0.999, -0.856, 0.922, -0.721, -0.591, -0.557, -0.552, 0.754, -0.533, -0.652, -0.236, -0.674, -0.165, 0.270, -0.526, -0.574, -0.310, -0.517, 0.326, 0.357, 0.351, 0.413, 0.245, 0.363, 0.318, 0.271, 0.178, 0.264, 0.340, 0.185, 0.173, 0.127, 0.182, 0.233, 0.297, 0.264, -0.617, -0.326, 0.793, -0.520, -0.321, -0.554, 0.215, 0.282, 0.296, 0.284, 0.258, 0.206